Molecular formula: C4H14NO
Method: DFT, ωB97M-V/def2-TZVPD

Computed properties:
LUMO   -3.2 eV
Total charge   +1
Energy relative to the best compared isomer or geometry (same formula, charge and spin)   6.65 kcal/mol
E   -290.5646 a.u.

Each line ends with the Löwdin charge.
Atoms and positions in Å:
C -0.090 -0.281 -1.383  -0.149
C 0.560 0.894 -0.673  -0.181
C 1.860 0.513 0.067  -0.229
C 1.643 -0.288 1.357  -0.103
N -0.946 -1.051 -0.423  0.182
H 0.622 -0.979 -1.829  0.135
H -0.719 0.022 -2.214  0.131
H -0.159 1.273 0.060  0.111
H 0.806 1.677 -1.387  0.124
H 2.453 1.388 0.279  0.109
H 2.438 -0.108 -0.612  0.108
H 1.530 -1.348 1.167  0.067
H 2.454 -0.118 2.062  0.083
H 0.767 0.032 1.936  0.078
H -0.412 -1.262 0.420  0.131
H -1.714 -0.422 -0.089  0.090
H -1.342 -1.862 -0.889  0.171
H -3.007 1.238 1.208  0.088
H -3.790 0.265 0.243  0.083
O -2.953 0.415 0.701  -0.030


Molecular formula: C6H29NO8
Method: DFT, ωB97M-V/def2-TZVPD

Computed properties:
SMILES string   CCC/C=C(/C)N.O.O.O.O.O.O.O.O
LUMO   0.3 eV
Energy relative to the best compared isomer or geometry (same formula, charge and spin)   0.00 kcal/mol
E   -902.7289 a.u.

Each line ends with the Löwdin charge.
Atoms and positions in Å:
C 1.501 2.236 1.783  -0.110
C 2.127 2.150 0.399  -0.262
C 1.081 2.043 -0.710  -0.221
N -0.749 1.100 -2.792  0.121
C -0.449 0.300 -1.699  -0.435
C 0.426 0.680 -0.758  -0.124
C -1.087 -1.052 -1.725  -0.033
H 0.811 3.076 1.870  0.072
H 0.954 1.313 2.006  0.064
H 2.246 2.346 2.572  0.071
H 2.735 3.036 0.216  0.104
H 2.787 1.283 0.338  0.101
H 1.552 2.267 -1.671  0.109
H 0.312 2.818 -0.566  0.111
H -1.701 0.994 -3.113  0.073
H -0.466 2.075 -2.734  0.088
H 0.694 -0.002 0.042  0.096
H -0.768 -1.629 -2.593  0.086
H -2.176 -0.964 -1.769  0.080
H -0.836 -1.615 -0.832  0.053
H 2.950 -1.790 -0.662  0.018
H 2.182 -1.187 -1.880  0.048
O 2.660 -1.976 -1.587  -0.067
H -2.305 0.308 0.674  0.028
H -1.662 1.538 0.077  0.046
O -2.513 1.247 0.441  -0.075
H 0.346 -3.274 2.244  0.091
H 0.494 -3.043 0.723  0.025
O 0.466 -2.564 1.593  -0.078
H -1.556 1.928 3.438  0.041
H -2.502 1.510 2.311  0.011
O -2.236 1.279 3.223  -0.068
H 3.605 -2.398 1.429  0.061
H 2.119 -1.877 1.387  0.012
O 3.045 -1.676 1.134  -0.063
H -1.931 -0.610 2.460  0.039
H -1.061 -1.553 1.592  0.007
O -1.944 -1.131 1.630  -0.074
H 1.550 -3.229 -1.148  0.017
H 0.234 -4.017 -1.504  0.063
O 0.834 -3.807 -0.778  -0.073
H -4.587 1.594 -1.955  0.035
H -3.408 1.177 -1.098  -0.004
O -3.769 1.094 -2.010  -0.083


Molecular formula: C16H43B3O18S5
Method: DFT, ωB97M-V/def2-TZVPD

Computed properties:
SMILES string   O=S(=O)(O)CCCCB1OBOBO1.CCOS(C)(=O)=O.CCOS(C)(=O)=O.CCOS(C)(=O)=O.CCOS(C)(=O)=O
LUMO   -0.3 eV
E   -4055.2524 a.u.

Each line ends with the Löwdin charge.
Atoms and positions in Å:
O 4.045 2.334 -0.252  -0.383
S 2.997 1.312 0.332  0.814
O 3.433 -0.156 0.101  -0.384
O 2.999 1.572 2.047  -0.242
C 1.305 1.596 -0.444  -0.198
C 0.416 2.743 0.321  -0.201
C -0.770 2.161 1.297  -0.173
C -2.204 2.962 0.988  -0.075
B -3.278 1.931 0.285  -0.404
O -4.585 1.683 0.953  0.113
B -4.942 0.224 0.846  -0.140
O -4.564 -0.615 -0.344  0.082
B -3.134 -0.228 -0.605  -0.172
O -2.926 1.213 -0.991  0.075
H 3.943 1.289 2.308  0.116
H 0.633 0.627 -0.503  0.129
H 1.520 1.968 -1.558  0.114
H 1.128 3.411 0.980  0.126
H -0.049 3.463 -0.494  0.123
H -0.864 0.997 1.143  0.108
H -0.517 2.363 2.442  0.130
H -2.655 3.223 2.062  0.126
H -2.034 3.955 0.362  0.124
H -5.503 -0.355 1.717  0.102
H -2.222 -0.989 -0.467  0.113
O 2.726 -5.768 2.411  -0.286
S 3.165 -4.835 3.427  0.618
O 2.386 -4.572 4.618  -0.297
O 3.536 -3.415 2.719  -0.262
C 2.560 -2.786 1.901  -0.272
C 1.498 -2.093 2.735  -0.070
C 4.813 -5.273 3.923  -0.123
H 2.112 -3.505 1.206  0.121
H 3.083 -2.037 1.298  0.089
H 0.887 -2.820 3.279  0.070
H 0.834 -1.501 2.100  0.069
H 1.958 -1.436 3.480  0.085
H 5.423 -5.424 3.030  0.076
H 4.757 -6.198 4.500  0.076
H 5.220 -4.472 4.543  0.075
O -3.072 -8.145 7.540  -0.288
S -2.952 -7.008 6.652  0.623
O -3.238 -7.105 5.236  -0.289
O -1.481 -6.336 6.845  -0.267
C -0.332 -7.158 6.704  -0.275
C -0.018 -7.428 5.244  -0.074
C -3.901 -5.665 7.323  -0.127
H -0.450 -8.093 7.263  0.116
H 0.506 -6.617 7.154  0.124
H -0.788 -8.053 4.784  0.072
H 0.941 -7.944 5.145  0.082
H 0.021 -6.493 4.676  0.079
H -3.654 -5.551 8.380  0.074
H -4.959 -5.909 7.208  0.076
H -3.666 -4.755 6.767  0.074
O -1.146 2.502 -4.152  -0.298
S -2.546 2.260 -4.424  0.634
O -3.126 0.935 -4.348  -0.275
O -2.928 2.917 -5.865  -0.260
C -2.163 2.553 -7.005  -0.272
C -2.558 1.183 -7.525  -0.075
C -3.516 3.353 -3.416  -0.103
H -1.091 2.600 -6.786  0.116
H -2.368 3.300 -7.779  0.127
H -2.278 0.397 -6.818  0.071
H -2.062 0.974 -8.477  0.082
H -3.642 1.120 -7.666  0.086
H -3.118 4.365 -3.507  0.080
H -3.444 3.012 -2.381  0.048
H -4.555 3.312 -3.749  0.083
O 3.913 4.054 -5.403  -0.282
S 2.586 4.557 -5.118  0.628
O 1.675 4.963 -6.167  -0.291
O 2.698 5.763 -4.028  -0.267
C 3.560 6.856 -4.307  -0.279
C 2.936 7.816 -5.303  -0.079
C 1.750 3.390 -4.073  -0.137
H 4.537 6.504 -4.655  0.117
H 3.725 7.383 -3.361  0.123
H 2.846 7.355 -6.291  0.071
H 3.546 8.718 -5.405  0.080
H 1.928 8.102 -4.987  0.084
H 2.411 3.116 -3.248  0.061
H 1.514 2.509 -4.673  0.078
H 0.830 3.844 -3.701  0.057